Record 1
This record from the Open Molecules 2025 dataset describes a molecular structure, C3H8N2OS. The level of theory is wB97M-V/def2-TZVPD.

XYZ file:
```
15
Properties=species:S:1:pos:R:3:forces:R:3:lowdin_charge:R:1
C 1.96724 -0.39931 0.26017 -1.694 0.716 0.603 -0.0116
C -0.31901 0.20524 -0.12542 -0.401 1.204 -1.059 -0.5087
C -1.65405 -0.32458 1.52682 -0.770 -4.767 7.880 -0.2674
H 2.41395 -0.57374 -0.66617 1.439 0.116 -1.334 0.0280
H 1.87066 0.74265 0.44079 0.656 -2.175 0.189 0.1243
H 2.50656 -1.06253 1.02175 -1.466 1.158 -0.659 0.1117
H -0.46886 1.81875 -1.36317 -1.613 2.548 0.204 0.0319
H -0.97012 0.43067 -3.53961 3.241 -0.383 1.811 0.0123
H -2.56632 -0.05390 2.27320 2.133 -0.139 -1.903 0.0912
H -1.95781 -1.49501 1.24182 1.139 3.070 0.116 0.1234
H -0.62234 -0.40613 2.34742 -3.047 -0.359 -1.842 0.1404
N 0.01815 1.01168 -1.22151 1.683 -2.021 0.048 -0.3961
N -1.31388 0.60018 0.62645 2.672 -0.208 -4.679 0.0011
O 0.56656 -0.87169 -0.12353 -0.757 0.948 2.417 -0.1617
S 0.52927 0.37770 -2.69900 -3.214 0.291 -1.791 0.6812
```
Forces are in eV/Å.

Results
HOMO energy = -8.6 eV
Relative energy (zero: lowest compared OMol25 entry of this formula, charge and spin) = 531.5 kJ/mol
Molecular weight = 120.18 Da
HOMO-LUMO gap = 8.766 eV
Net charge = 0
E = -19098.9933 eV
Strongest force on any atom = 9.2 eV Å⁻¹

Record 2
This record from the Open Molecules 2025 dataset describes a single C3H8N2OS molecule. The level of theory is wB97M-V/def2-TZVPD.

XYZ file:
```
15
Properties=species:S:1:pos:R:3:forces:R:3:lowdin_charge:R:1
N 1.25840 0.74453 -1.97229 0.223 1.408 -0.202 0.1445
C 0.36318 -0.12612 -1.40896 3.192 1.654 0.950 -0.5150
O 0.36915 -1.29781 -1.68554 -1.258 -0.249 -0.067 0.0697
C -0.23924 0.66077 -0.20962 0.839 -2.279 1.976 -0.3832
N -1.29990 1.45077 -0.78723 -2.031 2.389 2.192 0.0090
C -0.73741 -0.49566 0.80826 0.602 0.481 -0.142 -0.4973
S 0.18337 -0.68974 2.37783 0.193 -0.484 -0.653 0.7025
H 1.44216 1.68200 -1.62993 -0.702 -0.473 0.246 0.0960
H 1.79391 0.61256 -2.78709 0.297 -1.079 -1.041 0.0874
H 0.62031 1.31826 0.32739 -1.945 -1.685 -1.265 0.1631
H -2.17451 1.38518 -0.15956 1.637 -0.097 -1.337 0.1040
H -1.04087 2.46100 -0.62087 -0.449 -1.340 -0.637 0.0934
H -0.47569 -1.51266 0.44364 -0.526 0.863 -0.569 0.0481
H -1.82673 -0.43588 0.94902 0.387 -0.047 0.109 0.0699
H -0.25430 0.30685 3.09503 -0.459 0.939 0.440 -0.1920
```
Forces are in eV/Å.

Results
HOMO energy = -9.0 eV
Relative energy (zero: lowest compared OMol25 entry of this formula, charge and spin) = 158.0 kJ/mol
Molecular weight = 120.18 Da
HOMO-LUMO gap = 9.585 eV
SMILES = NC(=O)[C@@H](N)CS
Net charge = 0
E = -19102.8643 eV
Strongest force on any atom = 3.8 eV Å⁻¹

Record 3
This record from the Open Molecules 2025 dataset describes 2 unconnected molecules or ions with the total composition C3H8N2OS. The level of theory is wB97M-V/def2-TZVPD.

XYZ file:
```
15
Properties=species:S:1:pos:R:3:forces:R:3:lowdin_charge:R:1
C 1.39268 -0.23118 0.57279 3.892 3.192 -1.412 -0.1254
C 0.36108 -2.38093 0.71920 2.513 -0.044 -0.119 0.0363
C -0.44031 2.28989 -1.63497 -2.684 3.471 0.875 -0.5977
N -0.85201 -0.38326 1.08552 -1.461 1.909 1.207 0.0092
N 0.34875 -0.89470 0.68953 0.051 -1.718 -0.447 -0.1940
O 2.43910 0.30289 0.39942 -3.147 -2.106 0.817 0.2382
S -0.70560 2.49275 0.12051 0.308 -0.351 1.866 0.3516
H 1.43674 -2.71112 0.73313 -1.072 0.089 -0.704 0.1223
H 0.04377 -2.59702 1.69194 -0.867 -0.458 1.412 0.0755
H -0.28416 -2.88539 -0.00941 0.381 0.658 -0.138 0.1096
H -0.97424 3.22835 -2.03638 0.873 -1.545 -0.010 0.0362
H -0.95448 1.44828 -1.93596 -0.639 -1.862 -1.237 -0.0309
H 0.56039 2.37607 -1.82433 2.472 -0.231 -0.992 -0.0387
H -0.84876 0.81524 0.91220 -0.039 -1.175 -0.764 -0.0680
H -1.52297 -0.86989 0.51682 -0.582 0.169 -0.356 0.0759
```
Forces are in eV/Å.

Results
HOMO energy (spin up / spin down) = -6.9 / -6.9 eV
Relative energy (zero: lowest compared OMol25 entry of this formula, charge and spin) = 559.9 kJ/mol
Molecular weight = 120.18 Da
HOMO-LUMO gap (spin up / spin down) = 5.996 / 5.998 eV
Net charge = 0
E = -19098.6993 eV
Strongest force on any atom = 5.2 eV Å⁻¹

Record 4
This record from the Open Molecules 2025 dataset describes a single C3H8N2OS molecule. The level of theory is wB97M-V/def2-TZVPD.

XYZ file:
```
15
Properties=species:S:1:pos:R:3:forces:R:3:lowdin_charge:R:1
N 1.00789 -1.63414 -1.42407 0.243 0.652 1.026 0.1604
C -0.06788 -1.06038 -0.80747 -1.475 1.833 -0.854 -0.4814
O -1.20303 -1.35823 -1.12226 -0.014 -0.624 0.356 0.0499
C 0.14456 0.20628 0.14087 1.508 -2.142 -0.191 -0.4373
N 0.56169 1.40570 -0.53948 -0.165 0.777 -0.611 0.0500
C -1.02968 0.34623 1.05290 -2.117 0.501 -0.432 -0.5312
S -0.83561 1.57345 2.45339 0.865 -1.668 -0.881 0.6843
H 1.91021 -1.33498 -1.08789 0.117 -0.472 -0.110 0.0999
H 0.87065 -2.57305 -1.76174 0.154 0.090 -0.186 0.1101
H 0.97516 -0.17628 0.76021 0.162 0.471 0.221 0.1175
H 0.76588 1.29591 -1.52742 0.125 -0.408 0.169 0.0779
H -0.16210 2.11774 -0.52358 -0.004 -0.127 0.319 0.0728
H -1.46636 -0.65564 1.21099 0.702 0.310 1.104 0.0900
H -1.89699 0.74479 0.50643 0.369 0.324 -0.247 0.0727
H 0.42561 1.10261 2.66910 -0.468 0.481 0.317 -0.1356
```
Forces are in eV/Å.

Results
HOMO energy = -9.1 eV
Relative energy (zero: lowest compared OMol25 entry of this formula, charge and spin) = 97.5 kJ/mol
Molecular weight = 120.18 Da
HOMO-LUMO gap = 9.856 eV
SMILES = NC(=O)[C@@H](N)CS
Net charge = 0
E = -19103.4917 eV
Strongest force on any atom = 2.6 eV Å⁻¹

Record 5
This record from the Open Molecules 2025 dataset describes 2 unconnected molecules or ions with the total composition C3H8N2S. The level of theory is wB97M-V/def2-TZVPD.

XYZ file:
```
14
Properties=species:S:1:pos:R:3:forces:R:3:lowdin_charge:R:1
C -1.48280 1.63375 1.35027 0.338 0.876 0.062 -0.1804
C 1.13167 -0.93763 -1.94045 3.802 -1.401 1.420 -0.1828
C 0.64376 -0.81955 -0.49319 4.667 -0.393 -0.445 -0.4349
N -2.50574 1.06832 0.97162 -2.500 -2.269 -0.623 0.0225
N 0.81847 -0.57689 2.03374 -0.953 -0.133 -1.678 -0.4184
S 1.74369 -0.73139 0.78258 -3.383 0.047 -1.743 0.9125
H -1.02139 2.24160 0.63565 1.180 1.091 -0.880 0.0442
H -1.15302 1.62408 2.33699 1.027 -0.152 1.674 0.0407
H 1.48628 -1.98320 -2.29115 -1.196 1.331 0.680 0.0983
H 0.40959 -0.53813 -2.55222 -1.659 0.631 -1.644 0.0245
H 2.08529 -0.36167 -2.12662 -0.994 -0.233 0.346 0.0746
H -0.38777 -0.82858 -0.43048 -1.894 0.095 1.126 0.0276
H 1.31173 -0.53601 2.86331 1.582 0.082 1.969 -0.0789
H -2.89137 0.46290 1.71302 -0.017 0.427 -0.265 0.0505
```
Forces are in eV/Å.

Results
HOMO energy = -8.1 eV
Relative energy (zero: lowest compared OMol25 entry of this formula, charge and spin) = 405.1 kJ/mol
Molecular weight = 104.18 Da
HOMO-LUMO gap = 8.004 eV
Net charge = 0
E = -17052.5319 eV
Strongest force on any atom = 4.7 eV Å⁻¹

Record 6
This record from the Open Molecules 2025 dataset describes a single C3H8N2S molecule. The level of theory is wB97M-V/def2-TZVPD.

XYZ file:
```
14
Properties=species:S:1:pos:R:3:forces:R:3:lowdin_charge:R:1
N -1.46580 1.51177 -0.12841 -3.784 1.744 -2.319 -0.1571
C -1.17012 0.05176 0.12876 -1.523 0.029 -1.213 -0.3366
C 0.23119 0.12622 -0.49186 -0.111 -0.543 -1.975 -0.4085
C 0.82005 -1.19403 -0.38101 2.038 -3.754 0.921 -0.3749
N 1.87998 -1.44543 0.34311 -2.043 1.440 0.240 -0.2714
S 2.19176 0.02556 1.39302 1.667 -2.045 0.597 0.6631
H -1.15682 1.74573 -1.34065 -1.836 -0.974 4.993 0.1755
H -2.61436 1.86590 0.06484 4.362 -1.644 -1.092 0.1427
H -1.79760 -0.71064 -0.66960 1.379 1.798 2.707 0.1482
H -1.27108 -0.34662 1.35532 0.429 1.511 -3.871 0.1866
H 0.11199 0.27992 -1.66824 0.088 0.002 2.370 0.1479
H 0.91419 0.93467 -0.08320 -1.292 -0.901 -0.683 0.0377
H 0.26739 -2.19751 -0.80664 1.563 2.700 0.515 0.1648
H 3.05921 -0.64731 2.28456 -0.936 0.636 -1.189 -0.1178
```
Forces are in eV/Å.

Results
HOMO energy = -8.9 eV
Relative energy (zero: lowest compared OMol25 entry of this formula, charge and spin) = 535.7 kJ/mol
Molecular weight = 104.18 Da
HOMO-LUMO gap = 9.535 eV
SMILES = NCC/C=N\S
Net charge = 0
E = -17051.1782 eV
Strongest force on any atom = 5.4 eV Å⁻¹

Record 7
This record from the Open Molecules 2025 dataset describes 2 unconnected molecules or ions with the total composition C3H8N2S. The level of theory is wB97M-V/def2-TZVPD.

XYZ file:
```
14
Properties=species:S:1:pos:R:3:forces:R:3:lowdin_charge:R:1
C 0.95411 1.28895 -0.90180 0.253 -0.894 -0.610 -0.1665
C -0.41808 0.72583 -1.16841 -2.376 -0.437 -0.129 -0.2306
C 0.23514 0.51558 0.12447 -0.526 0.472 1.125 -0.6825
N -0.62948 -2.46763 1.24058 -3.422 -0.409 -0.060 -0.0889
N 0.16472 -2.09670 0.27966 1.080 0.817 -1.013 -0.0350
S -0.46168 1.09388 1.62749 1.490 0.050 -0.106 0.7179
H 1.68126 0.67900 -1.38466 0.888 -0.155 -0.315 0.0857
H 1.19771 2.34597 -0.92509 -0.419 -0.014 0.336 0.1029
H -1.27821 1.43123 -1.11868 0.670 -0.485 -0.285 0.0988
H -0.68352 -0.21387 -1.74470 0.826 1.422 0.095 0.1016
H -1.68593 -2.51615 1.26095 1.749 0.442 -0.623 0.1281
H -0.25182 -2.60486 2.12861 1.026 -0.213 1.252 0.0582
H -0.34693 -1.83414 -0.56576 -0.241 -0.371 0.456 0.0192
H 0.76183 1.46988 2.15146 -0.997 -0.226 -0.121 -0.1088
```
Forces are in eV/Å.

Results
HOMO energy (spin up / spin down) = -7.2 / -7.3 eV
Relative energy (zero: lowest compared OMol25 entry of this formula, charge and spin) = 568.8 kJ/mol
Molecular weight = 104.18 Da
HOMO-LUMO gap (spin up / spin down) = 7.617 / 8.154 eV
Net charge = 0
E = -17050.8351 eV
Strongest force on any atom = 3.4 eV Å⁻¹

Record 8
This record from the Open Molecules 2025 dataset describes a single C3H8N2S2 molecule. The level of theory is wB97M-V/def2-TZVPD.

XYZ file:
```
15
Properties=species:S:1:pos:R:3:forces:R:3:lowdin_charge:R:1
C 1.52478 0.30288 0.89545 0.250 -1.520 -0.366 -0.1702
C 0.09726 -0.03940 0.60207 -0.871 -1.930 1.767 -1.1587
S -0.68683 -0.96352 2.05648 -2.620 2.754 0.091 0.6904
N -0.10484 -1.00258 -0.51564 3.936 0.753 -2.706 -0.1238
N -1.10069 -0.60737 -1.46146 -1.193 0.145 2.000 -0.1120
C -1.05490 0.77022 -1.56880 -1.856 3.211 2.001 -0.3005
S -0.89712 1.44010 0.43613 -0.293 -0.758 -2.025 0.7697
H 1.63413 0.67213 1.88656 -0.049 0.935 0.511 0.0660
H 1.82639 0.93325 0.10661 0.723 1.323 -0.567 0.0571
H 2.20507 -0.54283 0.87068 -0.152 -0.614 -0.148 0.0841
H -0.04934 -1.97441 2.49691 1.982 -1.610 -0.101 -0.2126
H 0.78858 -0.83702 -1.11930 -1.588 -0.864 1.342 0.1451
H -1.96309 -0.74841 -0.90596 0.133 -0.579 -0.897 0.1203
H -0.21189 1.29240 -1.95809 0.745 -0.338 -0.660 0.0575
H -2.00750 1.30457 -1.82165 0.852 -0.908 -0.241 0.0876
```
Forces are in eV/Å.

Results
HOMO energy = -8.8 eV
Relative energy (zero: lowest compared OMol25 entry of this formula, charge and spin) = 270.1 kJ/mol
Molecular weight = 136.25 Da
HOMO-LUMO gap = 9.375 eV
SMILES = C[C@]1(S)NNCS1
Net charge = 0
E = -27888.8974 eV
Strongest force on any atom = 4.8 eV Å⁻¹

Record 9
This record from the Open Molecules 2025 dataset describes a gas-phase ion, C3H8N3 (charge +1). The level of theory is wB97M-V/def2-TZVPD.

XYZ file:
```
14
Properties=species:S:1:pos:R:3:forces:R:3:lowdin_charge:R:1
C -0.92319 1.76707 -0.01481 -2.245 1.389 -0.832 0.0106
N 0.09867 1.04404 -0.03545 1.069 1.491 0.065 -0.0569
N 0.17194 -0.28396 -0.02961 -0.543 -2.641 0.252 -0.1109
C -1.33424 -1.06347 0.07976 2.896 0.505 0.169 0.1126
C 1.47495 -0.73253 -0.05962 -3.039 2.764 0.483 -0.0399
N 2.46264 0.14401 0.08466 -1.699 1.536 0.154 0.1774
H -2.03224 1.50014 -0.03209 1.559 -0.022 0.144 0.1069
H -0.76801 2.86128 -0.16159 0.114 -0.943 0.451 0.1027
H -1.77740 -0.16130 0.59902 -0.423 -2.114 -0.801 0.0646
H -1.28445 -2.02551 0.66354 0.262 1.410 -0.175 0.0970
H -1.58506 -1.36463 -0.96151 -0.226 0.971 0.770 0.0957
H 1.51696 -1.78527 -0.19298 0.966 -0.691 -0.059 0.1488
H 2.30645 1.21564 0.21812 -0.301 -2.886 -0.407 0.1875
H 3.35890 -0.08132 -0.22980 1.610 -0.767 -0.214 0.1038
```
Forces are in eV/Å.

Results
HOMO energy = -14.4 eV
Relative energy (zero: lowest compared OMol25 entry of this formula, charge and spin) = 337.2 kJ/mol
Molecular weight = 86.12 Da
HOMO-LUMO gap = 10.132 eV
SMILES = C=NN(C)C=[NH2+]
Net charge = +1
E = -7701.7834 eV
Strongest force on any atom = 4.1 eV Å⁻¹

Record 10
This record from the Open Molecules 2025 dataset describes a gas-phase ion, C3H8N3 (charge +1). The level of theory is wB97M-V/def2-TZVPD.

XYZ file:
```
14
Properties=species:S:1:pos:R:3:forces:R:3:lowdin_charge:R:1
N 2.39784 -0.35989 -0.42289 -3.075 1.635 2.475 0.3552
C 1.52203 0.07491 0.25373 2.546 -2.520 -2.835 0.0632
C 0.18474 0.43183 0.50683 -0.777 0.084 -0.746 -0.3299
N -0.04117 1.77010 0.11179 0.806 1.442 -1.267 0.0570
C -0.90252 -0.51919 -0.44034 2.199 -1.691 -0.987 -0.1421
N -1.62463 -1.48966 0.23740 1.037 2.014 -1.200 0.0801
H 3.34742 -0.33783 -0.67720 1.306 -0.181 -0.270 0.1265
H -0.12749 0.21055 1.45831 -0.581 -0.456 2.424 0.1247
H 0.08623 2.58462 0.75633 0.230 -1.393 -0.778 0.1378
H 0.48504 1.82802 -0.78429 -0.912 1.259 0.860 0.1210
H -1.44787 0.31555 -0.74941 -1.153 1.325 -0.375 0.0892
H -0.33551 -0.92135 -1.34797 -0.772 0.361 1.339 0.1524
H -2.08088 -1.15723 1.03277 -1.110 -0.204 1.234 0.0856
H -1.46322 -2.43043 0.06494 0.256 -1.675 0.124 0.0794
```
Forces are in eV/Å.

Results
HOMO energy (spin up / spin down) = -13.5 / -13.5 eV
Relative energy (zero: lowest compared OMol25 entry of this formula, charge and spin) = 355.5 kJ/mol
Molecular weight = 86.12 Da
HOMO-LUMO gap (spin up / spin down) = 8.408 / 8.409 eV
SMILES = [NH+]#C[C@@H](N)CN
Net charge = +1
E = -7701.5941 eV
Strongest force on any atom = 4.6 eV Å⁻¹